Entry 1:
{"formula": "C17H21NO5S", "method": "ωB97M-V with the def2-TZVPD basis set", "lumo_energy_ha": 0.0150, "e_tot_ev": -40531.886, "relative_energy_kcal_mol": 11.8, "orbital_gap_ev": 9.26, "elements": ["C", "C", "C", "C", "N", "C", "O", "C", "C", "C", "C", "C", "H", "H", "S", "O", "O", "C", "C", "C", "C", "C", "C", "O", "C", "H", "H", "H", "H", "H", "H", "H", "O", "H", "H", "H", "H", "H", "H", "H", "H", "H", "H", "H", "H"], "positions_angstrom": [[0.820, 3.614, -0.725], [0.684, 4.135, 0.701], [0.271, 3.065, 1.713], [1.311, 1.965, 1.929], [1.321, 1.003, 0.855], [2.451, 0.595, 0.235], [3.567, 0.985, 0.525], [2.204, -0.383, -0.839], [3.078, -1.092, -1.620], [2.289, -1.904, -2.464], [0.985, -1.632, -2.153], [-0.287, -2.217, -2.594], [-0.172, -2.862, -3.458], [-1.072, -1.480, -2.740], [-0.874, -3.283, -1.202], [0.145, -4.257, -0.928], [-2.193, -3.770, -1.504], [-0.983, -2.187, 0.222], [-0.208, -2.425, 1.338], [-0.354, -1.619, 2.454], [-1.281, -0.588, 2.439], [-2.051, -0.345, 1.314], [-1.899, -1.144, 0.184], [-2.567, -0.889, -0.985], [-3.955, -1.194, -0.977], [-4.093, -2.278, -0.991], [-4.361, -0.759, -1.888], [-4.455, -0.763, -0.106], [-2.763, 0.467, 1.300], [-1.405, 0.039, 3.310], [0.247, -1.796, 3.332], [0.491, -3.247, 1.309], [0.926, -0.712, -1.165], [2.636, -2.595, -3.203], [4.145, -1.031, -1.581], [0.437, 0.623, 0.556], [2.318, 2.384, 1.985], [1.097, 1.446, 2.872], [-0.669, 2.605, 1.396], [0.093, 3.552, 2.675], [1.633, 4.575, 1.015], [-0.069, 4.927, 0.719], [1.672, 2.947, -0.817], [-0.078, 3.078, -1.027], [0.969, 4.445, -1.411]]}

***

Entry 2:
{"formula": "C17H22Al2I2N2O3S2", "method": "ωB97M-V with the def2-TZVPD basis set", "lumo_energy_ha": [-0.6228, -0.6243], "e_tot_ev": -78128.399, "total_charge": 4, "orbital_gap_ev": [2.57, 2.47], "elements": ["I", "I", "Al", "Al", "S", "S", "C", "C", "C", "C", "C", "C", "C", "C", "C", "C", "C", "O", "O", "O", "H", "H", "H", "H", "H", "H", "H", "H", "H", "H", "H", "H", "H", "H", "H", "H", "H", "H", "N", "C", "C", "C", "C", "C", "N", "C", "H", "H", "H", "H"], "positions_angstrom": [[1.313, 2.058, 3.592], [-0.654, 3.631, 4.356], [-1.675, 1.368, 0.015], [0.121, -0.795, -0.362], [-1.445, -0.559, 1.290], [0.356, 1.333, -0.924], [-0.941, -1.704, -1.954], [-3.373, -1.059, 1.629], [1.597, 2.942, -0.724], [-4.271, 0.134, 1.356], [-3.751, -2.182, 0.703], [-3.323, -1.462, 3.092], [0.752, 4.034, -0.108], [1.987, 3.217, -2.168], [2.737, 2.513, 0.159], [-2.412, 0.467, -1.602], [-2.289, 1.280, -2.712], [-1.280, -2.367, -2.843], [-2.862, -0.717, -1.765], [-2.225, 1.584, -3.852], [-4.330, 0.339, 0.274], [-3.936, 1.041, 1.877], [-5.292, -0.122, 1.686], [-3.721, -1.843, -0.335], [-4.789, -2.486, 0.915], [-3.080, -3.040, 0.781], [-2.652, -2.314, 3.230], [-4.314, -1.755, 3.452], [-2.974, -0.634, 3.714], [1.354, 4.954, -0.044], [0.436, 3.765, 0.912], [-0.140, 4.246, -0.712], [2.657, 4.085, -2.195], [1.119, 3.429, -2.803], [2.514, 2.364, -2.612], [3.478, 3.322, 0.238], [3.242, 1.619, -0.223], [2.373, 2.304, 1.180], [3.732, -5.884, 1.039], [3.503, -4.840, 0.557], [3.290, -3.543, -0.057], [4.273, -3.024, -0.907], [4.063, -1.786, -1.488], [2.848, -1.134, -1.282], [1.895, -1.668, -0.480], [2.120, -2.836, 0.180], [5.178, -3.607, -1.101], [4.820, -1.312, -2.099], [2.606, -0.185, -1.767], [1.362, -3.170, 0.894]]}